# 1
ORCA calculation (wB97M-V/def2-TZVPD) on a cluster of 5 separate species, H9O5 in total in a non-equilibrium geometry.

Geometry (Å):
O1 0.405 -0.584 2.364
O2 0.119 -0.016 -1.882
O3 -0.683 0.799 0.433
O4 -1.435 -2.173 -1.009
O5 1.612 2.261 0.219
H1 0.194 -1.346 1.812
H2 -0.079 0.096 1.768
H3 -1.705 -1.690 -0.238
H4 -0.770 -1.617 -1.446
H5 2.010 1.951 -0.602
H6 1.018 -0.357 -1.792
H7 -0.042 0.296 -0.924
H8 0.885 1.610 0.405
H9 -1.530 0.769 0.892

The calculation puts the energy relative to the best compared isomer or geometry (same formula, charge and spin) at 0.372 eV. As for the spin multiplicity: 1. Its total charge is -1.


# 2
ORCA calculation (wB97M-V/def2-TZVPD) on a cluster of 9 separate species, C48H73BF2N9O3 in total in a non-equilibrium geometry.

Geometry (Å):
F1 -2.771 -1.874 2.532
F2 2.824 -1.009 0.911
O1 0.973 -1.145 -0.231
O2 0.580 2.950 3.955
O3 0.162 -0.341 1.757
N1 3.262 6.633 -5.762
N2 -5.338 -1.949 -0.969
N3 -6.294 -6.781 6.765
N4 0.307 5.778 -8.236
N5 1.491 4.938 1.063
N6 -5.524 -9.762 3.096
N7 -2.822 -4.368 7.274
N8 -1.908 0.930 -1.456
N9 0.361 6.634 -1.501
C1 -7.666 -7.841 5.387
C2 5.774 0.067 -0.234
C3 -2.092 -2.860 1.758
C4 3.728 1.477 -0.700
C5 -1.294 -2.268 0.563
C6 8.276 -1.650 2.692
C7 -3.470 -10.380 2.543
C8 -2.385 2.205 -1.332
C9 -3.539 -3.194 5.533
C10 1.475 7.168 -2.084
C11 -3.468 2.338 -2.166
C12 -6.433 -7.896 5.987
C13 -7.338 -1.806 -1.911
C14 -5.650 -10.683 2.093
C15 -6.708 -2.993 -2.363
C16 0.996 0.676 1.193
C17 -2.129 -3.083 5.605
C18 1.910 -0.184 0.204
C19 5.349 6.458 -6.484
C20 8.277 -0.058 0.581
C21 -3.655 1.092 -2.812
C22 1.071 7.905 -3.170
C23 0.903 2.936 2.545
C24 8.493 -0.496 3.727
C25 2.535 0.510 -1.031
C26 -6.468 -1.186 -1.050
C27 1.826 4.199 2.308
C28 -7.427 -6.017 6.675
C29 4.548 6.972 -7.535
C30 -2.678 0.245 -2.352
C31 0.279 5.891 -9.599
C32 -5.476 -3.054 -1.761
C33 1.666 1.576 2.276
C34 8.825 -1.366 1.256
C35 5.110 1.010 -1.310
C36 -0.963 5.894 -7.741
C37 3.266 7.071 -7.058
C38 -1.812 6.092 -8.800
C39 -0.342 7.814 -3.240
C40 4.528 6.262 -5.402
C41 -4.199 -9.567 3.374
C42 -3.941 -3.990 6.576
C43 -1.024 6.089 -9.979
C44 -1.714 -3.815 6.689
C45 7.257 -0.319 -0.600
C46 -8.296 -6.648 5.823
C47 -0.751 7.025 -2.194
C48 -4.390 -11.087 1.730
B1 0.149 -1.589 0.959
H1 2.358 7.415 -7.528
H2 9.544 -0.477 4.105
H3 0.226 1.304 0.668
H4 2.452 6.591 -5.165
H5 -4.921 -4.319 6.881
H6 -2.910 -3.492 1.322
H7 -8.317 -1.447 -2.185
H8 -1.505 -3.542 2.411
H9 4.875 7.240 -8.527
H10 -1.995 -1.596 -0.004
H11 -4.528 -1.731 -0.411
H12 5.735 1.927 -1.456
H13 -4.060 3.231 -2.293
H14 -1.913 2.908 -0.664
H15 -2.466 -0.786 -2.584
H16 -1.733 6.708 -1.886
H17 7.197 -1.938 2.706
H18 1.185 5.821 -10.178
H19 0.962 5.767 1.319
H20 -1.373 6.217 -10.991
H21 -6.287 -9.299 3.558
H22 -0.987 8.274 -3.972
H23 -0.001 3.010 1.910
H24 8.615 -2.282 0.650
H25 7.873 -0.751 4.624
H26 1.133 5.631 -7.684
H27 -2.881 6.223 -8.735
H28 1.719 8.450 -3.839
H29 -6.555 -0.269 -0.491
H30 -5.487 -6.556 7.316
H31 -1.153 5.828 -6.681
H32 2.911 3.959 2.352
H33 5.126 -0.812 -0.009
H34 2.859 -0.275 -1.755
H35 5.004 0.517 -2.299
H36 6.408 6.255 -6.516
H37 8.823 -2.548 3.075
H38 7.845 0.641 1.327
H39 9.940 -1.277 1.280
H40 1.668 0.986 3.224
H41 8.160 0.503 3.385
H42 1.426 3.061 4.396
H43 -9.275 -6.293 5.546
H44 -2.394 -10.455 2.521
H45 7.597 0.230 -1.510
H46 -1.070 -3.124 -0.126
H47 4.734 5.890 -4.412
H48 0.795 -2.524 1.373
H49 3.491 2.511 -1.049
H50 -4.157 -11.810 0.965
H51 2.728 1.834 2.072
H52 -2.816 -4.957 8.085
H53 -8.073 -8.576 4.709
H54 7.255 -1.414 -0.830
H55 3.890 1.540 0.399
H56 -1.114 0.548 -0.959
H57 2.457 6.979 -1.680
H58 -5.645 -8.629 5.927
H59 -4.687 -3.786 -1.829
H60 1.613 4.889 3.166
H61 5.814 0.657 0.713
H62 -4.186 -2.741 4.800
H63 9.153 0.473 0.130
H64 -7.111 -3.721 -3.050
H65 2.357 5.294 0.659
H66 1.744 1.110 -1.535
H67 -3.889 -8.871 4.136
H68 -4.419 0.842 -3.532
H69 0.360 6.043 -0.684
H70 -7.515 -5.093 7.222
H71 -6.621 -10.971 1.725
H72 -1.492 -2.528 4.935
H73 -0.730 -3.990 7.092

As for the spin multiplicity: 1. Its total charge is -1.


# 3
ORCA calculation (wB97M-V/def2-TZVPD) on a structure of composition C4H29N2O9S in a non-equilibrium geometry.

Geometry (Å):
S1 -2.284 1.331 -0.435
O1 3.634 0.095 -1.327
O2 1.834 -1.328 -2.822
O3 -1.319 1.484 1.249
O4 -0.387 1.648 -1.267
O5 2.776 1.244 2.030
O6 0.390 0.439 3.014
O7 -0.006 0.697 -2.697
O8 3.743 -1.077 1.169
O9 2.204 2.360 -1.220
N1 0.299 -0.808 0.901
N2 -1.287 -2.599 1.069
C1 -3.228 -0.895 1.172
C2 -0.345 -1.901 0.204
C3 -3.533 0.045 -0.012
C4 -2.696 -2.298 0.806
H1 -3.256 -3.039 1.380
H2 -2.864 -2.515 -0.237
H3 -2.012 0.849 1.050
H4 0.432 -2.611 -0.082
H5 2.769 1.545 -1.338
H6 -0.865 -1.566 -0.692
H7 2.779 2.987 -0.703
H8 -1.089 -2.381 2.031
H9 -3.751 -0.543 -0.911
H10 1.110 -0.507 0.374
H11 3.574 -0.245 1.656
H12 1.146 -0.614 -2.914
H13 -0.971 1.002 -1.656
H14 -0.324 -0.007 0.983
H15 2.877 -1.523 1.269
H16 -2.523 -0.408 1.852
H17 -0.257 0.981 2.516
H18 0.483 1.318 -2.128
H19 -0.942 0.761 -2.357
H20 0.536 -0.285 2.401
H21 -0.915 1.660 0.373
H22 3.109 -0.488 -1.924
H23 -4.136 -0.999 1.774
H24 2.370 1.201 1.162
H25 0.510 1.259 -1.415
H26 2.012 1.041 2.623
H27 3.701 -0.319 -0.429
H28 1.367 -2.112 -2.482
H29 -4.465 0.570 0.215

The calculation puts the energy relative to the best compared isomer or geometry (same formula, charge and spin) at 18.842 eV. As for the spin multiplicity: 1. Its total charge is -1.


Calculated LUMO in order - 4.08; 1.93; 2.94 eV
Calculated gap between HOMO and LUMO in order - 0.341; 0.243; 0.192 Ha